15
Properties=species:S:1:pos:R:3:forces:R:3 method="wB97M-V/def2-TZVPD" de_lowest_kcal_mol=61.7 smiles=Cc1c[nH]c(N)c1 lumo_energy_ev=0.96 orbital_gap_ev=8.766 total_charge=0 total_energy_ev=-8292.320 largest_force_ev_per_a=2.33 multiplicity=1
C 0.014 -1.280 2.018 0.0 -0.2 0.0
C 0.087 -0.603 0.684 -0.3 -0.8 -0.3
C 0.367 -1.135 -0.539 -0.3 -0.3 0.1
N 0.162 -0.129 -1.459 -0.1 0.2 -0.2
C -0.173 1.028 -0.851 0.4 -0.3 -0.2
N -0.463 2.129 -1.698 0.1 0.1 0.3
C -0.191 0.825 0.553 0.7 -0.5 -0.1
H -0.026 -0.551 2.837 0.1 -0.1 -0.3
H -0.930 -1.835 2.047 0.2 0.0 0.1
H 0.832 -1.982 2.200 -0.1 0.0 0.0
H 0.717 -2.109 -0.837 -0.2 -0.1 -0.1
H 0.330 -0.201 -2.451 -0.3 0.0 0.0
H -1.465 2.197 -1.874 0.3 -0.1 0.0
H -0.204 2.998 -1.243 0.0 -0.1 0.1
H 0.848 0.807 1.013 -0.6 2.2 0.6